C36H34BiBrClF3N3O2Te as an isolated structure. Source: the OMol25 dataset; level of theory: wB97M-V/def2-TZVPD.

Structure (XYZ):
```
82
C36H34BiBrClF3N3O2Te (wB97M-V/def2-TZVPD)
Bi -1.890 0.189 -1.510
Cl -7.898 1.944 3.310
C -6.572 1.275 2.386
C -6.508 -0.115 2.177
C -5.482 -0.653 1.459
C -4.436 0.147 0.889
O -3.511 -0.408 0.227
C -4.520 1.559 1.136
C -3.534 2.507 0.725
N -2.430 2.293 0.091
C -1.548 3.365 -0.060
C -1.316 4.315 0.908
C -0.428 5.387 0.682
C 0.233 5.512 -0.506
C 0.055 4.534 -1.513
C 0.709 4.581 -2.767
C 0.499 3.594 -3.681
C -0.345 2.517 -3.339
N -0.958 2.450 -2.187
C -0.805 3.444 -1.277
C -5.604 2.085 1.876
H -7.282 -0.749 2.592
H -5.425 -1.720 1.284
H -3.765 3.541 1.011
H -1.819 4.230 1.863
H -0.277 6.118 1.466
H 0.906 6.341 -0.688
H 1.375 5.409 -2.981
H 0.985 3.602 -4.647
H -0.511 1.685 -4.015
H -5.655 3.155 2.044
C 3.650 -5.516 -0.966
C 3.499 -4.303 -0.038
C 2.803 -4.746 1.257
C 4.898 -3.803 0.323
C 2.660 -3.226 -0.723
C 1.359 -3.510 -1.117
C 0.587 -2.537 -1.716
Br -1.199 -2.989 -2.209
C 1.019 -1.216 -1.970
O 0.244 -0.333 -2.532
C 2.357 -0.936 -1.563
C 3.120 -1.934 -0.969
C 2.912 0.480 -1.732
C 4.378 0.599 -1.305
C 2.833 0.907 -3.205
C 2.101 1.439 -0.847
H 4.237 -6.301 -0.480
H 4.155 -5.229 -1.891
H 2.680 -5.935 -1.233
H 3.389 -5.517 1.767
H 1.812 -5.156 1.054
H 2.681 -3.898 1.934
H 5.459 -4.605 0.809
H 4.855 -2.958 1.013
H 5.454 -3.493 -0.564
H 0.928 -4.492 -0.961
H 4.125 -1.685 -0.665
H 5.027 -0.056 -1.892
H 4.516 0.367 -0.247
H 4.709 1.628 -1.465
H 3.487 0.278 -3.813
H 3.160 1.946 -3.312
H 1.817 0.812 -3.581
H 2.252 1.193 0.207
H 1.040 1.356 -1.067
H 2.417 2.475 -1.012
F -2.488 -1.112 5.565
C -3.092 -0.956 4.362
F -3.853 0.143 4.458
F -3.910 -2.008 4.209
C -2.071 -0.855 3.263
C -1.522 0.373 2.938
C -0.535 0.406 1.966
N -0.084 -0.677 1.338
C -0.634 -1.846 1.651
C -1.632 -1.990 2.604
H -1.863 1.283 3.413
H -0.088 1.350 1.672
H -0.266 -2.706 1.101
H -2.059 -2.961 2.813
Te -3.567 0.316 -3.595
```

Summary:
**Charge**: -1
**HOMO energy**: -4.119 eV
**Relative energy (zero: lowest compared OMol25 entry of this formula, charge and spin)**: 0.000 eV

A 3-piece molecular cluster, C37H74ClF3N4O11PS overall. Source: the OMol25 dataset; level of theory: wB97M-V/def2-TZVPD.

Structure (XYZ):
```
132
C37H74ClF3N4O11PS (wB97M-V/def2-TZVPD)
C 4.288 -1.715 2.520
C 2.746 -1.568 2.316
C 2.251 -0.365 1.463
C 2.680 0.899 2.256
C 2.540 -0.367 -0.084
P 4.390 -0.100 -0.394
O 5.073 1.209 0.326
O 5.252 -1.479 -0.306
C 2.282 -1.823 -0.593
Cl 2.806 -2.108 -2.318
N 0.913 -2.265 -0.356
C 0.037 -1.298 -0.697
N -1.182 -1.272 -0.308
C -1.747 -2.288 0.589
C -3.138 -1.861 1.101
C -4.342 -2.328 0.221
C -3.966 -2.797 -1.193
C -5.356 -1.147 0.191
C -6.647 -1.446 -0.648
C -6.735 -0.498 -1.837
C -7.658 0.495 -1.904
C -8.658 0.532 -3.065
C -7.762 1.585 -0.857
N 0.478 -0.258 -1.533
C 1.569 0.538 -0.976
C 2.348 1.183 -2.159
C 1.462 1.785 -3.306
N 1.975 1.346 -4.613
C 2.931 2.264 -5.232
C 2.361 3.609 -5.775
C 0.962 0.840 -5.488
C 0.819 -0.695 -5.534
O 0.211 1.485 -6.133
S 0.774 1.948 -0.113
O 0.067 1.587 1.074
O 1.713 3.013 0.089
C -0.617 2.776 -1.084
F -1.379 3.341 -0.179
F -1.397 1.943 -1.752
F -0.180 3.763 -1.802
H 4.730 -2.572 2.009
H 4.801 -0.780 2.274
H 4.470 -1.897 3.585
H 2.348 -2.548 2.001
H 2.312 -1.413 3.309
H 1.155 -0.465 1.577
H 1.786 1.270 2.767
H 3.038 1.737 1.659
H 3.410 0.711 3.045
H 4.739 2.007 -0.107
H 5.660 -1.674 -1.159
H 2.928 -2.539 -0.088
H 0.766 -2.585 0.601
H -1.771 -0.495 -0.594
H -1.091 -2.313 1.476
H -1.711 -3.295 0.167
H -3.139 -0.762 1.119
H -3.252 -2.234 2.120
H -4.834 -3.164 0.733
H -3.669 -1.959 -1.840
H -4.874 -3.201 -1.653
H -3.232 -3.606 -1.220
H -5.558 -0.903 1.242
H -4.833 -0.294 -0.260
H -6.714 -2.489 -0.959
H -7.506 -1.203 -0.016
H -6.043 -0.567 -2.684
H -9.663 0.655 -2.655
H -8.426 1.374 -3.735
H -8.569 -0.419 -3.586
H -6.899 2.253 -0.909
H -7.787 1.179 0.166
H -8.679 2.161 -1.015
H 0.657 -0.572 -2.484
H 2.995 1.979 -1.789
H 3.003 0.478 -2.665
H 1.593 2.872 -3.267
H 0.402 1.520 -3.267
H 3.404 1.740 -6.071
H 3.746 2.469 -4.530
H 1.296 3.704 -5.557
H 2.843 4.423 -5.215
H 2.578 3.797 -6.826
H 1.331 -1.175 -4.693
H -0.252 -0.884 -5.384
H 1.097 -1.104 -6.506
C 2.514 6.525 3.113
O 1.605 6.955 2.122
C 0.732 5.936 1.663
C -0.686 6.453 1.500
O -1.375 6.726 2.710
C -0.947 7.832 3.497
C -1.182 9.196 2.876
O -0.283 9.437 1.805
C -0.867 10.110 0.709
H 3.341 5.967 2.659
H 2.912 7.411 3.606
H 2.021 5.904 3.868
H 0.727 5.081 2.348
H 1.106 5.595 0.689
H -1.263 5.660 1.016
H -0.721 7.310 0.826
H 0.091 7.711 3.808
H -1.550 7.782 4.407
H -1.009 9.968 3.636
H -2.222 9.264 2.540
H -1.850 9.695 0.464
H -0.215 9.971 -0.152
H -0.957 11.181 0.918
C 2.476 -9.765 4.085
O 2.390 -9.262 2.766
C 1.088 -9.325 2.211
C 0.751 -8.063 1.441
O 0.536 -6.904 2.240
C 1.650 -6.332 2.912
C 2.693 -5.703 2.008
O 3.437 -6.694 1.325
C 3.733 -6.345 -0.006
H 2.490 -10.859 4.078
H 3.407 -9.401 4.520
H 1.646 -9.411 4.705
H 0.333 -9.482 2.989
H 1.057 -10.178 1.522
H -0.201 -8.240 0.933
H 1.483 -7.868 0.656
H 2.101 -7.046 3.600
H 1.229 -5.532 3.529
H 3.397 -5.121 2.618
H 2.197 -5.022 1.301
H 2.858 -5.903 -0.498
H 4.002 -7.252 -0.545
H 4.577 -5.646 -0.042
```

Summary:
**Charge**: +1
**HOMO energy**: -9.312 eV

One molecule with the formula C4H7N. Source: the OMol25 dataset; level of theory: wB97M-V/def2-TZVPD.

Structure (XYZ):
```
12
C4H7N (wB97M-V/def2-TZVPD)
C -0.567 1.527 -1.305
C -0.246 0.929 0.018
C -0.506 -0.393 0.271
N 0.110 -1.294 1.180
C 1.160 -1.157 0.396
H -1.525 1.135 -1.664
H 0.167 1.326 -2.091
H -0.612 2.618 -1.249
H 0.397 1.447 0.727
H -1.346 -0.854 -0.260
H 1.334 -1.824 -0.459
H 2.020 -0.511 0.666
```

Summary:
**HOMO energy**: -7.574 eV
**Relative energy (zero: lowest compared OMol25 entry of this formula, charge and spin)**: 4.499 eV